<A>
The molecule C2H4N2S3, computed with ωB97M-V/def2-TZVPD.

SMILES: S[C@H]1SC=NN1S
Total charge: 0
HOMO energy: -8.306 eV

Each line ends with the natural charge from an NBO analysis.
Cartesian coordinates (Å):
1 S 1.87875 0.13419 0.27536  0.243
2 N -0.67109 0.39728 0.26693  -0.410
3 S -2.37586 -0.14831 0.14833  0.165
4 H 1.56927 1.95093 -1.37766  0.223
5 N -0.18511 1.34935 -0.56516  -0.220
6 H 0.32454 -0.83751 1.68515  0.235
7 S 0.03335 -2.22186 -0.29160  -0.118
8 H -3.22550 0.86584 0.66840  0.148
9 C 0.24586 -0.56394 0.58942  -0.286
10 H 1.33707 -2.34798 -0.76323  0.148
11 C 1.06873 1.42201 -0.63594  -0.127

<B>
The molecule C2H4N2S3, computed with ωB97M-V/def2-TZVPD.

SMILES: [H]/N=C(/NS)SC=S
Total charge: 0
HOMO energy: -8.994 eV

Each line ends with the natural charge from an NBO analysis.
Cartesian coordinates (Å):
1 C -1.19525 0.95243 -0.15867  0.275
2 C 1.36420 -0.05987 -0.39708  -0.506
3 N -1.91756 1.97960 -0.29819  -0.662
4 H -1.41653 2.82909 -0.05628  0.357
5 H -2.25357 -1.46987 1.26747  0.092
6 S 0.41954 0.98530 0.62936  0.318
7 S -1.50488 -1.74358 0.21176  0.214
8 H 0.78917 -0.49615 -1.22662  0.219
9 N -1.66798 -0.27456 -0.62538  -0.786
10 S 2.92903 -0.36702 -0.15792  0.070
11 H -2.53298 -0.14894 -1.11628  0.409

Q: Which of them is the most stable? A: <B>.

<A>
A cluster of 2 separate species, C2H4N2S3 in total, computed with ωB97M-V/def2-TZVPD.

SMILES: N#[N+][S-].C=C(S)S
Total charge: 0
HOMO energy: -8.731 eV

Each line ends with the natural charge from an NBO analysis.
Cartesian coordinates (Å):
1 S 3.50398 -0.08109 0.62156  0.246
2 S -0.13404 0.27375 1.78095  -0.057
3 C -1.68086 0.55625 -0.38624  -0.367
4 H -2.20311 1.44263 -0.14959  0.217
5 N 1.70008 0.15249 -1.18575  -0.039
6 H -2.06981 0.19095 -1.38569  0.198
7 S -0.24546 -1.78253 -0.47256  -0.014
8 N 2.46353 -0.05384 -0.39831  -0.157
9 H -1.13107 0.59633 2.68510  0.152
10 C -0.82406 -0.25837 0.21106  -0.348
11 H 0.62080 -1.03656 -1.32053  0.169

<B>
The molecule C2H4N2S3, computed with ωB97M-V/def2-TZVPD.

Total charge: 0
HOMO energy (alpha / beta): -9.223 / -8.461 eV

Each line ends with the natural charge from an NBO analysis.
Cartesian coordinates (Å):
1 H -0.26305 -1.22962 1.48512  0.246
2 H 2.66516 1.48360 -0.70253  0.233
3 N -0.83332 0.52440 0.61792  -0.582
4 S -2.28974 0.85665 -0.01500  0.393
5 H 0.23014 -3.04392 -0.66363  0.168
6 N 0.63407 1.53655 -1.10909  -0.220
7 S 1.65523 -0.32443 0.52302  0.236
8 H -2.51364 1.83046 0.83534  0.108
9 C -0.18318 -0.70047 0.48822  -0.293
10 C 1.60823 1.03129 -0.64014  -0.189
11 S -0.70989 -1.96450 -0.81922  -0.099

Q: Which of them is the most stable? A: <A>.

<A>
The ion C3H2FO3 with charge -1, computed with ωB97M-V/def2-TZVPD.

SMILES: O=C([O-])[C@@]1(F)CO1
Total charge: -1
HOMO energy: -4.396 eV

Each line ends with the natural charge from an NBO analysis.
Cartesian coordinates (Å):
1 O 0.36084 0.54108 0.10565  -0.527
2 O 3.66780 -0.73474 0.96056  -0.736
3 C 2.71371 -0.70257 0.22023  0.716
4 C 1.14992 1.53472 0.74792  -0.212
5 F 0.99615 -0.63953 2.03473  -0.349
6 C 1.39866 -0.07831 0.88162  0.482
7 O 2.57456 -0.95445 -0.96905  -0.744
8 H 1.89408 1.92050 -0.01066  0.193
9 H 0.61114 1.98451 1.55044  0.176

<B>
The ion C3H2FO3 with charge -1, computed with ωB97M-V/def2-TZVPD.

Total charge: -1
HOMO energy (alpha / beta): -3.980 / -3.299 eV

Each line ends with the natural charge from an NBO analysis.
Cartesian coordinates (Å):
1 H 1.99985 0.71605 -0.10679  0.171
2 F -1.53186 -1.44673 0.73649  -0.351
3 C -1.35799 0.72410 -0.62011  0.669
4 H 2.46672 -0.99661 0.52791  0.140
5 C 1.78579 -0.17224 0.46110  -0.200
6 O 0.48114 -0.61186 0.53231  -0.459
7 O -2.50403 0.53010 -1.02160  -0.732
8 O -0.51031 1.57727 -0.89955  -0.748
9 C -0.82930 -0.32008 0.39022  0.509

Q: Which of them is the most stable? A: <A>.

<A>
The molecule C19H22N2O4, computed with ωB97M-V/def2-TZVPD.

SMILES: CCOc1ncccc1C(=O)OCC(=O)Nc1ccc(C(C)C)cc1
Total charge: 0
HOMO energy: -8.319 eV

Each line ends with the natural charge from an NBO analysis.
Cartesian coordinates (Å):
1 C 0.16019 0.74171 0.83698  0.672
2 H 2.30519 1.14481 0.66577  0.193
3 C 1.44208 0.34204 -1.66157  0.793
4 H -2.11501 -4.87767 4.73332  0.213
5 C 1.35621 1.55601 0.30247  -0.164
6 C -0.44261 -0.60945 2.83422  0.141
7 H -0.33290 -2.18892 5.81803  0.201
8 H 1.25261 2.60163 0.60058  0.219
9 H 1.06488 -0.83825 4.34303  0.200
10 O 1.34060 1.55798 -1.11055  -0.467
11 H -0.53451 4.35879 -3.67106  0.212
12 C 0.05122 -1.07671 4.04981  -0.245
13 O -0.87855 0.68365 0.22495  -0.598
14 C -3.17422 -2.26889 6.75455  -0.594
15 H -0.39544 3.45758 -5.18757  0.224
16 C -2.04650 -2.16410 4.52627  -0.042
17 H -1.36240 -4.28581 6.21464  0.199
18 H -3.53663 -1.93301 3.01118  0.209
19 H -2.24470 -2.12531 7.29990  0.200
20 H -3.85242 -2.84713 7.37831  0.206
21 C -1.74506 -0.92522 2.46791  -0.242
22 C -2.92165 -2.99535 5.43139  -0.234
23 N 0.41128 0.17100 2.04080  -0.593
24 C -2.52631 -1.69404 3.31111  -0.182
25 H -3.88632 -3.13935 4.93238  0.201
26 C 1.17413 -0.88581 -3.76952  -0.082
27 C 1.02759 0.25808 -5.83696  0.086
28 H 0.90429 0.29315 -6.91165  0.194
29 H 1.34399 0.27037 2.41698  0.397
30 O 1.62205 -0.65736 -1.00333  -0.607
31 H 1.96255 4.62099 -3.62084  0.188
32 H 2.06407 3.64524 -5.11968  0.196
33 C -2.30390 -4.37323 5.67828  -0.595
34 H -2.97910 -4.98729 6.27031  0.207
35 C 1.02744 -0.94004 -5.14550  -0.310
36 C 1.32541 1.50204 -3.93977  0.564
37 H 0.90836 -1.87899 -5.66071  0.224
38 H -2.13703 -0.57335 1.52910  0.256
39 H 0.06519 5.16530 -5.12990  0.213
40 C -0.74154 -1.84119 4.88110  -0.158
41 N 1.17523 1.43662 -5.25627  -0.511
42 O 1.51883 2.68867 -3.37287  -0.470
43 H -3.61858 -1.29303 6.57140  0.212
44 H 1.17203 -1.77841 -3.16162  0.241
45 C 1.48256 3.83789 -4.21259  -0.069
46 C 1.31926 0.34102 -3.13221  -0.263
47 C 0.05704 4.23190 -4.57423  -0.637

<B>
The molecule C19H22N2O4, computed with ωB97M-V/def2-TZVPD.

SMILES: COc1ccc(/C(N)=N/OC(=O)CCCc2ccccc2)cc1OC
Total charge: 0
HOMO energy: -8.145 eV

Each line ends with the natural charge from an NBO analysis.
Cartesian coordinates (Å):
1 N -0.39912 0.08051 0.28169  -0.226
2 H 6.38879 1.67589 -0.34850  0.209
3 H -4.38131 -2.50065 0.88412  0.221
4 H -0.43759 2.74912 0.45028  0.427
5 C -4.21265 -1.49204 0.54352  -0.302
6 C 5.63659 -1.55983 0.22783  -0.250
7 H -6.19947 -3.29628 -0.27517  0.179
8 N -1.27360 2.24665 0.73010  -0.812
9 C 6.89790 -1.32951 -1.79890  -0.226
10 H -2.13321 2.77001 0.69893  0.391
11 H -7.59223 1.84268 -1.97751  0.188
12 C 3.46968 0.46026 1.42699  -0.383
13 C -2.94530 -0.95806 0.66767  -0.169
14 C -7.16792 0.98258 -1.45940  -0.240
15 C 5.68073 -0.18596 0.43312  0.080
16 C -2.69518 0.34402 0.25690  -0.096
17 C 4.99097 0.42333 1.62087  -0.438
18 H -3.58712 2.07330 -0.68337  0.221
19 H -7.85096 -2.74446 0.09792  0.201
20 O -6.54148 -1.25505 -0.10430  -0.520
21 H -7.08056 0.14635 -2.15631  0.179
22 H 5.12675 -2.18789 0.94461  0.209
23 H 3.09852 -0.55068 1.25825  0.218
24 H -7.82037 0.69730 -0.63206  0.185
25 H -2.14259 -1.54007 1.08716  0.236
26 C -3.73564 1.07396 -0.30209  -0.224
27 C 3.08223 1.34201 0.24387  -0.508
28 H 6.19802 -3.19822 -1.02463  0.213
29 C 6.34374 0.60578 -0.49527  -0.258
30 O 1.08226 2.38899 -0.56782  -0.640
31 C 1.59151 1.44738 0.00355  0.799
32 C -5.01557 0.54916 -0.44450  0.243
33 H 5.21324 -0.16588 2.51342  0.217
34 O 0.96065 0.38730 0.47591  -0.371
35 C -1.34614 0.93224 0.40462  0.405
36 H 7.36980 -1.77267 -2.66345  0.213
37 H 3.46112 2.35855 0.37020  0.227
38 C 6.23987 -2.12853 -0.87890  -0.200
39 O -5.90445 1.41619 -1.00668  -0.497
40 C 6.94956 0.03948 -1.60351  -0.192
41 H 5.35952 1.43826 1.78333  0.204
42 H 3.52285 0.94040 -0.67354  0.245
43 H 7.46228 0.66911 -2.31624  0.211
44 H 3.00055 0.84299 2.33550  0.208
45 H -6.60378 -2.71792 1.36804  0.178
46 C -6.79341 -2.57840 0.29906  -0.252
47 C -5.26746 -0.76172 0.00467  0.297

Q: Which of them is the most stable? A: <A>.